# 1
45
Properties=species:S:1:pos:R:3 method="wB97M-V/def2-TZVPD" e_lumo_ev=-0.73 total_charge=0 total_energy_ev=-31195.47657
H 0.131 -0.089 0.293
H 1.185 -1.306 0.175
H -0.316 3.315 2.954
H 0.071 1.901 3.126
H 0.464 -5.723 -1.332
H -0.113 -4.598 -0.769
H -3.694 -0.422 3.360
H -4.346 -0.868 2.094
H -2.160 -3.101 1.441
H -1.301 -2.174 2.165
H -3.052 0.498 1.744
H -2.979 -0.746 0.995
H 0.772 0.126 4.475
H 1.143 -0.443 3.019
H -3.116 1.874 -0.605
H -2.228 2.714 0.256
H -1.325 1.232 -3.342
H -2.750 1.385 -4.209
H 0.204 1.673 -3.665
H 0.873 3.083 -3.664
H 0.011 -1.843 -2.626
H 1.503 -1.499 -2.750
H 3.332 1.158 2.326
H 4.185 0.183 1.521
H 0.681 4.084 -1.479
H -0.554 3.298 -1.295
H 4.278 -4.951 0.140
H 3.269 -3.904 -0.315
H 3.126 2.748 -3.096
H 2.379 2.119 -1.927
O 0.748 -0.635 0.763
O 0.516 2.737 2.985
O -0.405 -5.447 -0.988
O -3.539 -1.063 2.555
O -2.041 -2.137 1.566
O -2.987 0.169 0.845
O 1.187 -0.621 3.952
O -3.156 2.681 -0.098
O -2.315 1.187 -3.295
O 0.012 2.605 -3.721
O 0.612 -1.170 -2.932
O 4.052 0.418 2.434
O 0.324 3.436 -0.910
O 4.125 -3.986 0.195
O 3.192 2.105 -2.360


# 2
45
Properties=species:S:1:pos:R:3 method="wB97M-V/def2-TZVPD" e_lumo_ev=-0.45 total_charge=0 total_energy_ev=-31200.07670
O -2.856 -1.056 1.292
H -3.322 -0.693 0.529
H -3.014 -1.992 1.229
O -0.719 1.804 -2.201
H -0.273 1.688 -3.040
H -0.509 1.014 -1.696
O -2.759 -3.091 -1.214
H -2.174 -2.356 -1.082
H -2.467 -3.551 -2.011
O -2.773 1.800 0.917
H -2.786 1.296 0.120
H -2.120 2.472 0.842
O -1.303 3.808 -0.232
H -1.203 4.367 -0.996
H -0.732 3.143 -0.561
O -0.106 -1.867 -2.913
H -0.874 -1.266 -2.988
H -0.021 -2.043 -1.973
O 1.612 0.251 -1.890
H 1.237 -0.056 -2.719
H 2.060 -0.515 -1.527
O -0.083 -2.226 -0.227
H 0.725 -2.660 0.044
H -0.737 -2.486 0.425
O -0.202 0.390 0.155
H 0.723 0.428 -0.147
H -0.353 -0.530 0.024
O -0.831 -2.650 2.451
H -0.954 -1.710 2.613
H -1.568 -2.975 2.970
O 1.971 3.407 -1.555
H 1.746 3.235 -2.479
H 1.763 2.511 -1.200
O 2.891 -1.570 -0.128
H 3.620 -2.013 -0.481
H 3.152 -0.651 0.039
O 3.259 0.773 0.938
H 3.831 1.195 0.307
H 3.840 0.632 1.683
O -1.059 0.160 2.923
H -1.394 0.470 2.097
H -0.215 0.606 2.948
O 1.452 1.101 3.029
H 1.618 0.303 3.503
H 1.905 1.101 2.184


# 3
45
Properties=species:S:1:pos:R:3 method="wB97M-V/def2-TZVPD" e_lumo_ev=-0.27 total_charge=0 total_energy_ev=-31197.59555
O 0.788 -3.465 -3.219
H 0.857 -2.971 -2.368
H 0.001 -2.980 -3.567
O -2.212 1.555 -3.510
H -2.356 0.706 -3.029
H -1.834 1.090 -4.303
O -2.481 -1.020 -2.210
H -2.208 -0.497 -1.495
H -1.920 -1.769 -2.212
O -0.570 -4.411 0.808
H -0.665 -4.360 1.746
H -1.430 -4.652 0.486
O -1.421 -3.618 -1.665
H -0.851 -3.235 -1.031
H -1.152 -4.447 -2.108
O -1.279 -0.920 1.274
H -0.340 -0.867 1.437
H -1.742 -0.240 1.786
O 0.847 1.605 3.385
H 1.401 2.387 3.171
H 0.824 1.068 2.627
O -0.862 4.268 2.231
H -0.421 5.012 1.747
H -1.212 3.639 1.619
O -1.007 2.378 -1.310
H -1.162 3.267 -1.589
H -1.249 1.646 -2.107
O 1.481 4.081 0.548
H 2.157 3.585 0.062
H 0.678 3.456 0.491
O 2.912 -1.811 0.617
H 3.309 -2.568 1.107
H 3.399 -1.772 -0.290
O -2.811 0.856 2.460
H -2.822 1.609 3.007
H -3.508 1.132 1.829
O 1.742 -1.114 2.906
H 2.268 -1.323 2.214
H 2.011 -1.458 3.743
O 3.099 0.092 -2.487
H 2.674 0.945 -2.676
H 2.995 -0.020 -1.560
O 1.609 1.557 0.342
H 2.496 1.455 0.169
H 0.941 1.710 -0.351


# 4
45
Properties=species:S:1:pos:R:3 method="wB97M-V/def2-TZVPD" e_lumo_ev=-0.17 total_charge=0 total_energy_ev=-31195.69292
H -0.101 0.096 0.946
H 0.831 1.041 0.002
H 0.529 4.019 -2.278
H -0.532 3.023 -2.976
H 2.466 -0.110 -2.574
H 1.447 0.243 -1.563
H 0.076 -2.329 -0.539
H 0.620 -3.628 0.198
H 2.988 3.532 -1.927
H 2.967 4.117 -3.361
H -3.732 0.241 5.125
H -2.665 0.540 4.207
H 3.115 -2.343 4.123
H 2.142 -1.367 4.828
H -1.854 -2.483 1.744
H -1.693 -3.420 3.039
H -1.280 -1.272 -2.765
H -2.815 -1.731 -2.323
H 4.060 0.152 -0.747
H 3.065 0.601 0.263
H 2.750 -1.483 2.068
H 2.790 -0.038 1.959
H -1.052 -3.901 0.377
H -2.491 -3.438 0.582
H -2.049 1.194 1.781
H -1.439 2.245 0.913
H -2.288 0.269 0.417
H -2.719 0.060 -1.099
H -0.425 1.520 -4.087
H -0.958 1.292 -5.515
O 0.204 0.358 0.047
O 0.338 3.079 -2.617
O 2.024 0.644 -2.220
O 0.456 -2.660 0.279
O 2.502 4.069 -2.556
O -2.967 0.904 5.021
O 2.235 -1.948 4.096
O -1.253 -2.840 2.443
O -2.050 -1.215 -2.141
O 3.514 0.929 -0.493
O 2.791 -0.755 1.403
O -1.944 -3.969 0.037
O -2.230 2.092 1.489
O -2.743 0.681 -0.305
O -1.098 1.051 -4.584


# 5
45
Properties=species:S:1:pos:R:3 method="wB97M-V/def2-TZVPD" e_lumo_ev=-0.48 total_charge=0 total_energy_ev=-31195.11520
H -0.187 -0.873 0.200
H -0.068 0.627 0.051
H 0.546 0.496 3.293
H -0.954 0.126 3.399
H 4.461 -0.758 -1.344
H 3.788 -0.315 -0.218
H -1.635 0.302 -2.155
H -0.582 -0.704 -1.660
H 4.123 1.607 1.721
H 5.491 0.820 1.803
H -0.128 -4.008 -0.365
H 0.896 -4.042 0.880
H -2.138 1.081 0.951
H -2.285 1.785 -0.446
H -4.950 1.723 0.367
H -3.932 0.570 0.456
H 0.953 3.924 -0.891
H -0.207 4.107 -1.850
H 3.532 -1.959 -0.161
H 4.309 -2.419 1.182
H 1.198 1.822 -2.478
H -0.091 1.443 -2.066
H 2.676 -2.908 -1.200
H 1.420 -2.194 -0.699
H -3.354 -1.582 0.793
H -2.388 -1.292 2.077
H -3.888 -2.018 -1.129
H -5.222 -1.803 -0.660
H -1.517 2.738 1.225
H -0.276 3.471 0.719
O 0.462 -0.207 -0.030
O -0.390 0.815 3.028
O 4.340 0.055 -0.937
O -1.441 -0.606 -2.098
O 4.705 1.034 1.244
O 0.629 -3.554 0.143
O -2.404 0.942 -0.017
O -4.850 0.782 0.204
O 0.680 4.397 -1.706
O 4.243 -1.722 0.431
O 0.768 1.364 -1.737
O 2.093 -2.248 -1.376
O -3.031 -0.881 1.366
O -4.672 -2.566 -1.038
O -0.726 2.631 0.728


# 6
45
Properties=species:S:1:pos:R:3 method="wB97M-V/def2-TZVPD" e_lumo_ev=-0.74 total_charge=0 total_energy_ev=-31199.42887
O 2.966 1.792 0.955
H 2.696 2.473 0.324
H 3.800 1.486 0.670
O 0.429 3.370 -0.630
H -0.116 4.150 -0.481
H 1.323 3.747 -0.658
O 0.830 -2.585 -0.546
H 1.081 -3.172 0.158
H 1.334 -2.889 -1.303
O -0.415 -1.009 2.778
H -0.572 -0.540 1.942
H 0.524 -1.142 2.652
O -0.071 0.039 -0.015
H 0.279 -0.862 0.131
H 0.652 0.519 -0.329
O 0.748 2.150 2.257
H 0.176 2.573 1.704
H 1.501 1.848 1.688
O 0.594 2.578 -3.152
H -0.224 2.167 -3.485
H 0.513 2.746 -2.221
O 1.871 0.239 -2.296
H 1.360 0.911 -2.669
H 1.722 -0.458 -2.911
O -2.175 2.387 -1.045
H -2.950 2.804 -0.641
H -1.404 2.620 -0.483
O 0.360 -3.753 1.983
H -0.155 -4.572 2.062
H -0.243 -3.034 1.846
O -2.492 0.557 1.212
H -3.335 0.645 0.777
H -1.847 1.019 0.664
O -2.338 -2.173 0.940
H -2.680 -2.671 1.719
H -2.370 -1.203 1.134
O -1.743 -0.387 -2.050
H -2.320 0.291 -1.714
H -0.957 -0.294 -1.533
O 2.145 -1.197 2.314
H 2.650 -0.849 1.567
H 2.281 -2.147 2.333
O -1.253 -3.009 -2.157
H -1.222 -2.041 -2.258
H -0.952 -3.125 -1.235


# 7
62
Properties=species:S:1:pos:R:3 method="wB97M-V/def2-TZVPD" e_lumo_ev=3.30 total_charge=-2 total_energy_ev=-185120.46722
Zn 12.334 16.072 6.047
Zn 16.955 13.707 8.068
S 10.542 14.377 3.751
O 11.489 13.251 3.706
O 11.079 15.325 4.806
O 10.556 15.153 2.486
O 9.172 13.958 4.072
S 17.160 11.204 8.856
O 16.849 10.765 10.212
O 18.189 12.307 8.866
O 17.559 10.112 7.985
O 15.984 12.002 8.293
S 14.885 15.679 6.179
O 13.858 14.931 5.430
O 15.858 16.336 5.299
O 14.088 16.635 7.014
O 15.591 14.780 7.101
O 16.111 14.436 9.940
H 15.322 14.075 10.354
H 16.168 15.352 10.227
O 15.826 16.659 1.968
H 15.130 16.226 2.494
H 16.171 15.942 1.431
O 16.280 18.771 4.260
H 16.205 19.329 5.039
H 16.225 17.855 4.615
O 13.428 17.088 10.310
H 13.875 17.920 10.489
H 13.963 16.668 9.624
O 18.200 17.152 6.380
H 17.385 16.976 5.856
H 18.903 17.176 5.723
O 14.642 19.014 8.075
H 14.543 18.162 7.593
H 15.287 19.520 7.575
O 18.461 15.157 8.367
H 19.352 15.295 8.693
H 18.353 15.807 7.633
O 11.110 17.383 7.171
H 11.480 18.238 7.418
H 10.164 17.520 7.063
O 16.498 14.008 3.650
H 16.660 14.665 4.340
H 15.604 14.218 3.306
O 11.748 14.668 7.502
H 12.382 14.153 8.041
H 10.875 14.398 7.794
O 12.821 17.569 4.629
H 12.454 17.425 3.744
H 13.262 18.424 4.608
O 17.673 13.178 6.176
H 17.401 12.333 5.797
H 18.435 13.457 5.663
O 13.518 13.001 9.023
H 14.305 12.506 8.685
H 13.583 12.948 9.979
O 13.873 14.673 2.549
H 13.105 14.309 3.044
H 13.640 14.529 1.627
O 13.860 12.161 5.588
H 13.908 13.060 5.948
H 14.759 11.982 5.298


# 8
46
Properties=species:S:1:pos:R:3 method="wB97M-V/def2-TZVPD" e_lumo_ev=-2.65 total_charge=+1 total_energy_ev=-31204.87965
O -3.236 0.267 -0.551
H -1.654 -1.079 -2.223
H -3.999 0.794 -0.329
O 3.422 -0.589 0.860
H 0.294 -1.937 4.322
H 2.639 -0.139 0.545
O -3.194 -1.671 -2.341
H -0.243 -0.333 -2.566
H -2.529 -0.735 1.226
O 0.460 -2.600 1.458
H 0.940 1.524 -2.292
H 1.358 -2.338 1.227
O -1.332 2.291 2.645
H -1.084 2.767 3.448
H -1.218 2.987 1.998
O -0.713 -1.200 -2.548
H -3.331 -2.398 -2.946
H -3.753 -1.536 -1.578
O -2.932 1.162 -3.101
H 1.852 -1.778 -1.948
H 0.123 1.620 -0.973
O 0.366 0.454 1.108
H 4.174 -0.082 1.132
H 0.778 -0.235 1.631
O 0.226 1.136 -1.777
H -0.286 -1.977 -2.065
H 3.316 -0.008 -3.026
O 2.555 2.457 0.341
H -2.362 0.306 2.351
O -0.605 -1.895 4.011
H -1.064 -1.067 4.013
H -2.630 2.074 -3.159
O 1.253 -2.300 -1.373
H -0.287 0.108 0.501
H 1.520 -3.223 -1.389
O 2.803 -0.269 -2.261
H -3.350 0.992 -3.942
H 3.189 -0.046 -1.409
O -1.977 -0.448 1.931
H -2.922 0.620 -1.406
H 2.840 1.530 2.194
O 2.720 2.484 2.121
H 2.698 2.781 3.035
H 0.611 -3.550 1.542
H 2.948 2.688 1.181
H 1.616 2.390 0.381